1.
DFT (ωB97M-V with the def2-TZVPD basis set) results for a molecular structure, C41H91ClLiN9O30 in a non-equilibrium geometry.

```
! RIJCOSX wB97M-V def2-TZVPD def2/J DEFGRID3
* xyz 0 1
Li 1.8027 1.6000 1.0295
Cl -0.1737 -0.6684 0.9450
O -0.1657 -2.0187 0.4624
O 0.0209 0.2967 -0.0832
O -1.3391 -0.3767 1.7036
O 0.9502 -0.5177 1.8102
C 4.1966 2.2058 4.5550
C 3.6807 3.6296 4.3490
C 3.1995 3.5428 2.9260
O 2.7068 2.2033 2.7225
C 3.1721 1.3422 3.7936
H 4.2740 1.9478 5.6113
H 5.1723 2.0742 4.0872
H 4.5450 4.2900 4.4197
H 3.0133 4.0200 5.1173
H 4.0325 3.6261 2.2279
H 2.4854 4.2981 2.5979
H 3.6276 0.4443 3.3761
H 2.4128 1.1821 4.5591
C 5.6150 0.1895 -0.3438
C 4.7400 -0.5165 -1.3421
C 3.3065 -0.2195 -0.8683
O 3.3695 0.8546 0.0634
C 4.6957 0.7253 0.6901
H 6.1110 0.9882 -0.8953
H 6.3441 -0.5015 0.0794
H 4.8774 -1.5977 -1.3621
H 4.8690 -0.0582 -2.3226
H 2.9462 -1.1064 -0.3471
H 2.6302 -0.0232 -1.7002
H 4.5940 0.0274 1.5212
H 4.9977 1.6488 1.1842
C 1.9196 -3.3771 -3.1439
C 1.7870 -2.3902 -4.2562
C 0.4749 -2.7247 -4.9392
O -0.2612 -3.4487 -3.9377
C 0.4886 -3.5344 -2.7149
H 2.4924 -2.9926 -2.3000
H 2.2158 -4.3883 -3.4227
H 2.5995 -2.2745 -4.9735
H 1.7095 -1.3856 -3.8402
H 0.7795 -3.3748 -5.7594
H 0.0442 -1.7782 -5.2660
H 0.2825 -4.4909 -2.2346
H 0.2170 -2.7683 -1.9886
C -1.2754 3.9345 3.0082
C -1.8603 3.8277 1.6244
C -0.6109 3.4565 0.8460
O 0.2208 2.7704 1.7679
C -0.2950 2.7700 3.1042
H -2.0617 3.9612 3.7626
H -0.8232 4.9212 3.1089
H -2.4102 4.6703 1.2052
H -2.5579 2.9926 1.5611
H -0.0342 4.3110 0.4920
H -0.8921 2.8078 0.0164
H 0.5614 3.0073 3.7353
H -0.7540 1.8140 3.3560
C -2.3544 1.7298 6.4307
C -1.5699 0.5092 5.9706
C -0.1287 1.0088 6.0573
O -0.1556 2.4198 6.3023
C -1.3144 2.6416 7.1154
H -3.2019 1.5587 7.0945
H -2.7411 2.3024 5.5876
H -1.8605 0.3217 4.9369
H -1.6283 -0.3674 6.6158
H 0.4305 0.8222 5.1404
H 0.3038 0.4536 6.8896
H -1.5568 3.7043 7.1020
H -0.9984 2.4285 8.1366
C -3.0048 -5.0398 -2.6515
C -4.3927 -4.5879 -3.0563
C -4.8311 -3.7770 -1.8376
O -3.9249 -4.0476 -0.8033
C -2.6656 -4.1828 -1.4311
H -2.2389 -4.9253 -3.4185
H -3.0267 -6.0881 -2.3537
H -5.0148 -5.4779 -3.1510
H -4.4597 -4.0926 -4.0249
H -5.8300 -4.0053 -1.4660
H -4.7870 -2.7329 -2.1473
H -1.8793 -4.5473 -0.7699
H -2.3747 -3.1594 -1.6679
C -3.1513 0.2148 -3.5472
C -3.6077 0.5407 -4.9551
C -2.2512 0.7871 -5.6356
O -1.2062 0.2977 -4.7481
C -1.8347 -0.5396 -3.7644
H -3.8674 -0.4623 -3.0815
H -3.0793 0.9892 -2.7835
H -4.1822 1.4669 -4.9657
H -4.1309 -0.3043 -5.4027
H -1.9490 1.7959 -5.9167
H -2.1373 0.2231 -6.5614
H -1.1466 -0.7067 -2.9358
H -1.9165 -1.5718 -4.1048
C 3.6690 0.7949 -5.5479
C 4.4033 1.8569 -6.3349
C 3.6424 3.1952 -6.0419
O 2.2857 2.7294 -5.9222
C 2.2655 1.4412 -5.4136
H 4.2216 0.6517 -4.6194
H 3.6155 -0.1613 -6.0684
H 4.2528 1.6999 -7.4030
H 5.4772 1.8920 -6.1519
H 3.8588 3.8759 -6.8652
H 3.8969 3.7325 -5.1283
H 1.6743 0.7552 -6.0201
H 1.8984 1.3110 -4.3955
C 1.9431 -2.9008 4.3505
N 2.9264 -1.9816 4.8089
O 3.9793 -1.9930 4.1778
O 2.6516 -1.2711 5.7422
H 2.1978 -3.8565 4.8087
H 1.9046 -2.9136 3.2613
H 0.9753 -2.6125 4.7607
C -2.4566 -2.3695 4.0980
N -1.7911 -3.3904 4.9114
O -2.0359 -3.4632 6.1487
O -0.9233 -4.0580 4.3695
H -2.8942 -2.8480 3.2219
H -1.6622 -1.6956 3.7772
H -3.1604 -1.7942 4.6995
C -0.8184 -6.3637 1.7229
N -0.4344 -7.7460 1.4985
O -0.7712 -8.4865 2.4217
O -0.0270 -8.0932 0.3887
H -1.7940 -6.2323 1.2547
H -0.0667 -5.7177 1.2692
H -0.8183 -6.1764 2.7967
C -4.9694 4.4482 -2.8821
N -4.3485 4.2726 -1.5678
O -3.7707 3.1951 -1.4169
O -4.4648 5.1363 -0.7549
H -4.5579 5.3197 -3.3913
H -6.0583 4.4080 -2.8536
H -4.6654 3.5795 -3.4661
C -4.3809 -0.7440 0.2593
N -5.2730 -1.4440 1.1255
O -6.4391 -1.7041 0.7627
O -4.7693 -1.5885 2.2124
H -3.9724 0.1884 0.6490
H -4.9342 -0.4543 -0.6341
H -3.6619 -1.4787 -0.1029
C 3.7414 3.3427 -2.1750
N 3.5199 3.7994 -0.7847
O 4.3097 4.6046 -0.3008
O 2.5743 3.2836 -0.1581
H 4.7713 2.9887 -2.1309
H 3.6729 4.2002 -2.8445
H 3.0551 2.5248 -2.3945
C 4.3832 -3.8168 0.0584
N 3.8435 -5.1003 0.5937
O 2.6303 -5.2765 0.5539
O 4.6066 -5.8640 1.0658
H 3.4809 -3.3001 -0.2686
H 4.9924 -4.1332 -0.7883
H 4.8660 -3.3291 0.9053
C -4.7304 1.9158 3.3818
N -5.7997 1.8856 2.4183
O -6.9093 1.6461 2.8290
O -5.5630 2.0815 1.2624
H -4.9365 2.7417 4.0626
H -3.7002 1.9740 3.0304
H -4.7684 0.9155 3.8131
C -0.7247 3.2487 -3.2118
N 0.0012 4.4758 -3.7789
O 0.8243 4.9807 -2.9837
O -0.2467 4.8259 -4.9164
H -1.7304 3.6025 -2.9849
H -0.2457 2.8579 -2.3141
H -0.7372 2.5305 -4.0316
*
```

The HOMO-LUMO gap comes out at 0.330 Ha. The energy above the lowest of the compared OMol25 structures with the same formula, charge and spin is 108.6 kJ/mol. As for the lowest unoccupied orbital energy: -0.02508 hartree. The calculation puts the HOMO energy at -9.665 eV. As for the energy: -131521.3818 eV.

Löwdin population analysis, charges in e, atoms 1 to 6:
1. Li 0.616
2. Cl 0.599
3. O -0.327
4. O -0.355
5. O -0.331
6. O -0.375



2.
DFT (ωB97M-V with the def2-TZVPD basis set) results for 5 unconnected molecules or ions with the total composition C13H15Cl16F3O3.

```
! RIJCOSX wB97M-V def2-TZVPD def2/J DEFGRID3
* xyz 0 1
C 0.1677 -2.6373 -3.1793
C 0.2544 -1.1771 -2.6947
C 0.3107 -1.0324 -1.1554
C 1.7256 -0.7315 -0.6019
C 2.3614 -1.9995 -0.0078
C 1.7429 0.4252 0.4097
C 1.2826 -0.0210 1.7991
O 0.9149 1.1388 2.5449
C 0.4842 0.9354 3.7971
F 1.5006 0.9399 4.6833
F -0.1557 -0.2368 3.9520
F -0.3460 1.9104 4.1358
O 0.8901 1.4790 -0.0611
C 1.4747 2.6789 -0.2467
O 2.4231 3.0869 0.3699
H -0.8737 -2.9748 -3.1918
H 0.7241 -3.3167 -2.5288
H 0.5428 -2.7244 -4.2032
H 1.1239 -0.6964 -3.1537
H -0.6342 -0.6537 -3.0616
H -0.3962 -0.2593 -0.8545
H -0.0285 -1.9826 -0.7236
H 2.3694 -0.4268 -1.4364
H 2.4123 -2.7663 -0.7858
H 1.7510 -2.4149 0.8002
H 3.3768 -1.8180 0.3572
H 2.7666 0.7951 0.4969
H 0.4220 -0.6913 1.6995
H 2.1045 -0.5451 2.2944
H 0.9801 3.2370 -1.0502
C -2.4018 2.6928 -2.8980
Cl -2.6170 1.6356 -4.2933
Cl -2.5296 1.7393 -1.4124
Cl -0.7950 3.4345 -2.9608
Cl -3.6250 3.9605 -2.9142
C -2.3485 -3.3632 3.6385
Cl -0.9561 -2.9658 2.6199
Cl -3.8257 -2.8237 2.8354
Cl -2.4110 -5.1119 3.8791
Cl -2.1948 -2.5591 5.1984
C 5.8223 1.8210 1.3320
Cl 5.6008 0.6732 -0.0031
Cl 4.6668 1.4487 2.6163
Cl 7.4680 1.6696 1.9564
Cl 5.5473 3.4570 0.7496
C -7.4148 1.3523 -1.7486
Cl -8.2163 0.3862 -0.5065
Cl -5.6633 1.2264 -1.5622
Cl -7.8806 0.7623 -3.3473
Cl -7.8979 3.0439 -1.5828
*
```

The HOMO-LUMO gap comes out at 0.397 Ha. The structure (SMILES) is CCC[C@H](C)[C@H](COC(F)(F)F)OC=O.ClC(Cl)(Cl)Cl.ClC(Cl)(Cl)Cl.ClC(Cl)(Cl)Cl.ClC(Cl)(Cl)Cl. The energy above the lowest of the compared OMol25 structures with the same formula, charge and spin is 0.0 kJ/mol. As for the lowest unoccupied orbital energy: 0.00121 hartree. The calculation puts the HOMO energy at -10.766 eV. As for the energy: -228377.2178 eV.

Löwdin population analysis, charges in e, atoms 1 to 6:
1. C -0.103
2. C -0.233
3. C -0.161
4. C -0.294
5. C -0.048
6. C -0.260



3.
DFT (ωB97M-V with the def2-TZVPD basis set) results for a molecular structure, C9H27LiNO5 in a non-equilibrium geometry.

```
! RIJCOSX wB97M-V def2-TZVPD def2/J DEFGRID3
* xyz 1 1
Li 35.9350 6.5320 42.2490
C 36.9950 4.8420 44.9290
O 35.9200 5.6450 44.4810
H 37.7910 5.2700 45.6070
H 37.5400 4.5880 44.0730
H 36.7680 3.8690 45.5900
H 35.5580 6.0700 45.1730
C 37.6060 8.0400 40.2790
O 37.5030 6.9270 41.0360
H 36.8470 8.0050 39.4860
H 38.5310 8.3200 39.8940
H 37.4680 8.9670 40.7540
H 38.1140 6.3750 40.7390
C 36.9400 8.8880 43.9390
O 35.8230 8.5740 43.1310
H 37.7150 8.1820 43.5620
H 36.5120 8.7540 45.0420
H 37.3200 9.8530 44.0940
H 35.2890 9.2010 42.9920
C 39.1150 1.4150 41.4990
O 37.9210 1.9330 41.9160
C 37.4130 3.1460 41.3920
C 35.9600 3.2640 41.9220
N 35.4290 4.5830 41.5820
C 34.0270 4.6550 41.9790
C 33.4600 5.8380 41.0680
O 34.2270 7.0210 41.3780
C 33.6800 8.1190 40.7150
H 39.1240 1.3920 40.4700
H 39.2500 0.2800 41.6060
H 39.9470 2.1800 41.9870
H 37.2960 2.8450 40.3700
H 37.9180 4.1510 41.5260
H 36.0630 3.1560 42.9950
H 35.2830 2.4170 41.7670
H 35.3270 4.6680 40.5490
H 33.6190 4.8840 43.1180
H 33.4530 3.8090 41.7640
H 32.5140 5.7580 41.4530
H 33.3870 5.7040 40.0970
H 33.9750 8.0810 39.4870
H 34.2990 9.0890 41.2450
H 32.7710 8.4010 40.8410
*
```

The HOMO-LUMO gap comes out at 0.372 Ha. The energy above the lowest of the compared OMol25 structures with the same formula, charge and spin is 163.6 kJ/mol. As for the lowest unoccupied orbital energy: -0.08360 hartree. The calculation puts the HOMO energy at -12.394 eV. As for the energy: -21691.9671 eV.

Löwdin population analysis, charges in e, atoms 1 to 6:
1. Li 0.649
2. C -0.141
3. O -0.095
4. H 0.099
5. H 0.038
6. H 0.138



4.
DFT (ωB97M-V with the def2-TZVPD basis set) results for 2 unconnected molecules or ions with the total composition C5H11NO.

```
! RIJCOSX wB97M-V def2-TZVPD def2/J DEFGRID3
* xyz 0 1
C -1.7667 1.3161 -0.9004
C -1.2758 0.4899 0.2567
C -1.5660 -0.9578 0.4144
N -0.2504 -0.5116 -0.0061
C 0.8159 -0.5866 0.9173
C 1.8045 0.3056 0.9280
O 2.8990 -1.0178 -1.3511
H -1.0374 2.0960 -1.1470
H -2.7156 1.8024 -0.6508
H -1.9132 0.6921 -1.7869
H -1.1288 1.0351 1.1905
H -2.1449 -1.4812 -0.3446
H -1.6652 -1.3555 1.4243
H 0.8080 -1.4426 1.5922
H 2.4119 -1.2841 -0.5606
H 1.8091 1.1335 0.2224
H 2.6573 0.2102 1.5888
H 2.2584 -0.4437 -1.7869
*
```

The HOMO-LUMO gap comes out at 0.362 Ha. The structure (SMILES) is C=CN1C[C@@H]1C.O. The energy above the lowest of the compared OMol25 structures with the same formula, charge and spin is 250.1 kJ/mol. As for the lowest unoccupied orbital energy: 0.03844 hartree. The calculation puts the HOMO energy at -8.815 eV. As for the energy: -8899.1049 eV.

Löwdin population analysis, charges in e, atoms 1 to 6:
1. C -0.054
2. C -0.331
3. C -0.100
4. N -0.071
5. C -0.232
6. C -0.001



5.
DFT (ωB97M-V with the def2-TZVPD basis set) results for C20H24N2O5S2 in the gas phase in a non-equilibrium geometry.

```
! RIJCOSX wB97M-V def2-TZVPD def2/J DEFGRID3
* xyz 0 1
O -0.1349 3.2661 -0.9089
S 0.5200 1.9970 -1.0407
O 1.2122 1.6735 -2.2511
N 1.4780 1.7100 0.3168
H 2.3300 1.2662 0.0048
C 1.7408 2.8645 1.1454
H 0.8135 3.4376 1.1593
H 1.9817 2.5328 2.1594
C 2.8887 3.7290 0.5682
H 3.8471 3.3251 0.9226
C 2.7200 5.2160 0.8929
H 3.6939 5.7076 0.9093
H 2.2271 5.3727 1.8497
C 1.8992 5.7010 -0.3015
H 0.8443 5.4664 -0.1640
C 2.4612 4.8441 -1.4336
H 3.3355 5.3188 -1.8996
O 2.8801 3.6207 -0.8428
H 1.7206 4.6122 -2.2003
H 2.0126 6.7654 -0.4924
C -0.7173 0.7207 -0.7737
C -1.4936 0.7723 0.3685
C -2.4175 -0.2322 0.6029
C -2.5517 -1.2558 -0.3167
C -1.8061 -1.2855 -1.4794
C -0.8707 -0.2880 -1.7048
H -0.2536 -0.2728 -2.5888
H -1.9652 -2.0741 -2.1968
S -3.7242 -2.5811 0.0345
O -4.4490 -2.2108 1.2128
O -4.4464 -2.8747 -1.1666
N -2.8534 -3.9461 0.4210
C -1.9802 -3.7907 1.5670
C -0.7016 -3.1378 1.1267
C -0.1236 -2.0621 1.7809
C 1.0041 -1.4543 1.2571
C 1.5466 -1.9115 0.0681
C 0.9742 -2.9868 -0.5885
C -0.1465 -3.6099 -0.0619
C -0.7863 -4.8076 -0.6970
C -2.3266 -4.7394 -0.6683
H -2.7334 -5.7539 -0.5783
H -2.7251 -4.3089 -1.5872
H -0.4404 -4.9317 -1.7234
H -0.4683 -5.6905 -0.1334
H 1.4011 -3.3460 -1.5135
H 2.4171 -1.4299 -0.3506
H 1.4491 -0.6138 1.7661
H -0.5594 -1.7022 2.7013
H -1.7962 -4.7835 1.9939
H -2.5182 -3.1866 2.2976
H -3.0452 -0.2424 1.4799
H -1.3641 1.5911 1.0572
*
```

The HOMO-LUMO gap comes out at 0.342 Ha. The structure (SMILES) is O=S(=O)(NC[C@@H]1CCCO1)c1ccc(S(=O)(=O)N2CCc3ccccc3C2)cc1. The energy above the lowest of the compared OMol25 structures with the same formula, charge and spin is 139.6 kJ/mol. As for the lowest unoccupied orbital energy: 0.00560 hartree. The calculation puts the HOMO energy at -9.165 eV. As for the energy: -56016.7390 eV.

Löwdin population analysis, charges in e, atoms 1 to 6:
1. O -0.271
2. S 0.673
3. O -0.274
4. N -0.111
5. H 0.109
6. C -0.179



6.
DFT (ωB97M-V with the def2-TZVPD basis set) results for a molecular structure, C43H35Cl3N8O4PbS2 in a non-equilibrium geometry.

```
! RIJCOSX wB97M-V def2-TZVPD def2/J DEFGRID3
* xyz 0 1
Pb 0.7916 0.4225 0.0697
C 2.1988 -5.9576 -2.5315
C 2.3169 -4.5250 -2.1040
C 2.6327 -3.5014 -2.9959
C 2.7557 -2.1962 -2.5716
C 2.5566 -1.8275 -1.2300
N 2.6930 -0.5162 -0.7913
C 3.8292 0.1831 -1.1068
C 4.9905 -0.4743 -1.5672
C 6.1721 0.1784 -1.8320
C 6.3023 1.5433 -1.6118
C 7.5868 2.2773 -1.8515
C 5.1876 2.2066 -1.1369
C 3.9697 1.5757 -0.9038
N 2.9492 2.4621 -0.4746
C 2.7254 3.6637 -1.0251
C 1.8265 4.3330 -0.2181
C 1.5566 3.4501 0.8168
N 2.2416 2.3168 0.6513
C 2.1935 -2.8618 -0.3437
C 2.0818 -4.1774 -0.7871
N 1.9308 -2.6308 1.0230
C 2.3112 -3.4228 2.0432
C 1.7708 -2.8973 3.1994
C 1.0688 -1.7732 2.7724
N 1.1705 -1.6318 1.4584
H 2.7429 -6.1381 -3.4533
H 2.5800 -6.6209 -1.7573
H 1.1558 -6.2178 -2.7050
H 2.7759 -3.7406 -4.0397
H 2.9694 -1.4130 -3.2838
H 4.9549 -1.5434 -1.7174
H 7.0150 -0.3775 -2.2176
H 8.2197 1.7303 -2.5435
H 7.3935 3.2685 -2.2551
H 8.1401 2.3992 -0.9206
H 5.2559 3.2659 -0.9316
H 3.1700 3.9356 -1.9601
H 1.4039 5.3040 -0.3669
H 0.9273 3.5967 1.6728
H 1.7931 -4.9440 -0.0801
H 2.9487 -4.2742 1.9032
H 1.8757 -3.2658 4.2007
H 0.5125 -1.0669 3.3539
Cl -3.2376 5.3174 4.7087
C -3.5405 3.7336 4.1026
C -2.5557 2.7605 4.1721
C -2.8270 1.4891 3.6992
C -4.0612 1.1607 3.1518
C -4.3650 -0.2544 2.7088
C -4.5991 -0.3612 1.1751
N -3.4254 -0.8192 0.4896
C -3.0670 -2.1190 0.2554
C -1.8171 -2.0824 -0.2918
N -1.4108 -0.7898 -0.3814
C -2.3916 -0.0566 0.0887
O -5.5181 -0.7297 3.3854
C -5.2967 -1.7581 4.3259
C -4.7905 -3.0327 3.7065
C -5.5238 -3.8053 2.8499
Cl -7.1116 -3.4891 2.3062
S -4.6665 -5.2150 2.3194
C -3.2996 -4.7499 3.2553
C -3.5009 -3.5856 3.9198
C -5.0310 2.1610 3.0878
Cl -6.5877 1.8318 2.4342
C -4.7783 3.4415 3.5538
H -1.5954 2.9949 4.6023
H -2.0576 0.7339 3.7591
H -3.5077 -0.8932 2.9567
H -4.8881 0.6064 0.7652
H -5.4150 -1.0691 1.0139
H -3.7224 -2.9363 0.4739
H -1.1896 -2.8817 -0.6340
H -2.3855 1.0152 0.1169
H -6.2798 -1.9259 4.7761
H -4.5990 -1.4310 5.1096
H -2.4297 -5.3754 3.2554
H -2.7596 -3.1287 4.5514
H -5.5436 4.1978 3.4929
O -1.1247 2.5643 -0.9461
C -0.4450 2.3843 -1.9566
N 0.5381 1.4910 -2.0416
S 1.2874 1.4839 -3.5102
O 2.6428 1.9561 -3.4104
O 1.1090 0.2293 -4.1848
C 0.2594 2.7800 -4.2117
C 0.2827 3.3958 -5.4418
C -0.6256 4.4245 -5.6719
C -1.5272 4.8052 -4.6872
C -1.5392 4.1770 -3.4502
C -0.6259 3.1606 -3.2189
H 0.9903 3.0836 -6.1949
H -0.6304 4.9350 -6.6245
H -2.2275 5.6024 -4.8911
H -2.2325 4.4549 -2.6709
*
```

The HOMO-LUMO gap comes out at 0.256 Ha. The energy above the lowest of the compared OMol25 structures with the same formula, charge and spin is 43.0 kJ/mol. As for the lowest unoccupied orbital energy: 0.01053 hartree. The calculation puts the HOMO energy at -6.673 eV. As for the energy: -129755.4576 eV.

Löwdin population analysis, charges in e, atoms 1 to 6:
1. Pb 1.439
2. C -0.054
3. C -0.280
4. C -0.024
5. C -0.018
6. C -0.257



Which value of HOMO does entry 4 give?
-8.815 eV



Which value of energy does entry 6 give?
-129755.4576 eV